(1)
The following is a DFT calculation (ωB97M-V/def2-TZVPD) of a 2-piece molecular cluster, C7H5IN4 overall.

XYZ file:
```
17
Properties=species:S:1:pos:R:3:lowdin_charge:R:1
C -0.178 -1.113 -0.299 -0.07
C 1.096 -1.308 0.046 -0.11
C -0.653 0.209 -0.550 -0.04
C 1.987 -0.245 0.373 0.04
C 0.225 1.264 -0.535 -0.03
C 1.530 1.036 -0.116 -0.17
C 2.417 2.127 0.004 -0.31
N 2.318 3.376 -0.490 0.04
N 3.494 2.124 0.851 0.06
N 3.313 4.029 -0.111 -0.01
N 4.038 3.268 0.756 -0.01
I 5.390 -2.785 -0.099 0.05
H -0.647 -2.101 -0.386 0.12
H 1.349 -2.384 0.132 0.12
H -1.665 0.485 -0.831 0.11
H 2.987 -0.469 0.787 0.08
H 0.117 2.335 -0.772 0.13
```

Summary:
HOMO level (alpha / beta)   -9.5 / -10.3 eV
Gap between HOMO and LUMO (alpha / beta)   5.886 / 6.924 eV
Energy above the lowest of the compared OMol25 structures with the same formula, charge and spin   11.9 kcal per mole
Total charge   0
LUMO level (alpha / beta)   -3.59 / -3.35 eV

***

(2)
The following is a DFT calculation (ωB97M-V/def2-TZVPD) of C24H30FFeN4O9 as an isolated structure.

XYZ file:
```
69
Properties=species:S:1:pos:R:3:nbo_charge:R:1
Fe -2.424 -0.980 1.751 1.92
O -4.250 -2.293 1.223 -0.75
C -4.839 -3.270 2.072 -0.07
C -4.889 -2.841 3.527 -0.23
N -3.584 -2.621 4.081 -0.48
C -2.669 -3.722 4.075 -0.33
C -1.768 -3.802 2.828 0.79
O -1.223 -4.859 2.547 -0.67
O -1.610 -2.693 2.191 -0.83
C -3.461 -1.578 5.054 -0.32
C -3.602 -0.167 4.455 0.78
O -3.910 0.756 5.190 -0.66
O -3.371 -0.073 3.189 -0.82
H -4.833 -1.526 1.086 0.51
H -4.235 -4.172 1.957 0.19
H -5.850 -3.507 1.727 0.17
H -5.460 -3.609 4.082 0.17
H -5.454 -1.908 3.599 0.21
H -3.171 -4.690 4.190 0.20
H -1.987 -3.631 4.924 0.22
H -2.456 -1.619 5.480 0.21
H -4.167 -1.656 5.892 0.19
F 3.226 -1.613 -1.089 -0.34
C 2.278 -0.677 -1.334 0.33
C 0.991 -0.893 -0.937 -0.18
C 0.022 0.060 -1.243 -0.14
C -1.346 -0.179 -0.776 0.54
O -1.620 -1.250 -0.233 -0.64
C -2.273 0.893 -0.985 -0.30
C -1.880 1.976 -1.690 0.13
N -0.610 2.194 -2.142 -0.38
C -0.306 3.382 -2.896 -0.06
C -0.905 4.683 -2.467 -0.41
C 0.563 4.441 -2.277 -0.43
C 0.366 1.237 -1.919 0.26
C 1.697 1.432 -2.311 -0.26
C 2.655 0.482 -2.014 0.07
N 4.007 0.726 -2.419 -0.46
C 5.063 0.353 -1.501 -0.25
C 6.324 1.105 -1.873 -0.22
N 6.684 0.733 -3.291 -0.49
C 5.562 1.051 -4.247 -0.23
C 4.314 0.329 -3.779 -0.24
C -3.696 0.827 -0.450 0.81
O -4.550 1.498 -1.017 -0.67
O -3.838 0.077 0.568 -0.81
H 0.694 -1.782 -0.391 0.29
H -2.610 2.743 -1.911 0.25
H -0.201 3.213 -3.962 0.21
H -1.519 4.685 -1.578 0.24
H -1.231 5.358 -3.245 0.23
H 0.898 4.263 -1.264 0.23
H 1.267 4.957 -2.916 0.21
H 2.002 2.344 -2.803 0.23
H 5.273 -0.727 -1.499 0.20
H 4.781 0.624 -0.485 0.26
H 7.168 0.839 -1.239 0.23
H 6.169 2.182 -1.864 0.23
H 6.860 -0.274 -3.321 0.43
H 7.544 1.194 -3.579 0.44
H 5.877 0.747 -5.243 0.23
H 5.425 2.130 -4.207 0.23
H 4.461 -0.762 -3.869 0.19
H 3.490 0.597 -4.437 0.25
C 0.051 -0.154 3.032 -0.23
O -0.834 -0.021 1.973 -0.86
H 0.432 -1.183 3.112 0.16
H -0.416 0.102 3.996 0.16
H 0.907 0.523 2.898 0.14
```

Summary:
HOMO level (alpha / beta)   -6.7 / -6.7 eV
Gap between HOMO and LUMO (alpha / beta)   4.723 / 4.768 eV
Spin multiplicity   6
⟨S²⟩   8.76
Energy above the lowest of the compared OMol25 structures with the same formula, charge and spin   16.8 kcal per mole
Total charge   0
LUMO level (alpha / beta)   -1.94 / -1.94 eV

***

(3)
The following is a DFT calculation (ωB97M-V/def2-TZVPD) of one molecule with the formula C19H25N3O4.

XYZ file:
```
51
Properties=species:S:1:pos:R:3:nbo_charge:R:1
C -1.426 -1.747 -2.932 -0.27
H -1.381 -0.668 -2.756 0.22
O -0.986 -2.475 -1.804 -0.52
C 0.231 -2.171 -1.281 0.38
C 1.124 -1.256 -1.828 -0.31
C 2.316 -0.991 -1.180 -0.19
C 2.641 -1.599 0.023 -0.07
C 1.762 -2.544 0.540 -0.19
C 0.584 -2.841 -0.108 -0.28
H -0.097 -3.578 0.285 0.22
H 2.005 -3.050 1.463 0.21
C 3.865 -1.177 0.791 -0.41
H 4.370 -2.041 1.225 0.22
H 4.561 -0.669 0.121 0.21
C 3.466 -0.215 1.929 -0.45
C 2.528 0.812 1.422 0.48
N 1.387 1.151 1.922 -0.30
N 0.835 2.055 1.079 -0.33
C 1.665 2.218 0.104 0.48
O 2.778 1.473 0.269 -0.42
C 1.485 3.036 -1.118 -0.45
H 2.191 3.870 -1.116 0.23
C 0.045 3.537 -1.215 -0.48
C -0.908 2.345 -1.248 0.70
O -0.806 1.462 -2.079 -0.67
N -1.883 2.393 -0.325 -0.60
H -1.811 3.074 0.414 0.40
C -2.855 1.347 -0.120 -0.24
H -2.727 0.607 -0.912 0.22
H -3.865 1.765 -0.186 0.20
C -2.699 0.689 1.259 0.11
C -1.547 -0.329 1.321 -0.45
H -0.885 -0.227 0.464 0.23
C -2.269 -1.676 1.349 -0.44
H -1.724 -2.434 1.904 0.21
C -3.587 -1.304 2.022 -0.06
H -4.419 -1.960 1.762 0.19
H -3.470 -1.290 3.117 0.16
O -3.902 -0.007 1.558 -0.53
H -2.449 -2.034 0.336 0.21
H -0.954 -0.180 2.222 0.23
H -2.554 1.485 2.006 0.16
H -0.181 4.187 -0.371 0.22
H -0.076 4.097 -2.144 0.24
H 1.710 2.401 -1.980 0.25
H 2.953 -0.748 2.729 0.24
H 4.358 0.264 2.342 0.23
H 3.002 -0.280 -1.620 0.21
H 0.892 -0.731 -2.740 0.23
H -2.458 -2.052 -3.094 0.19
H -0.834 -1.996 -3.819 0.17
```

Summary:
HOMO level   -8.2 eV
Structure (SMILES)   COc1ccc(CCc2nnc(CCC(=O)NC[C@@H]3CCCO3)o2)cc1
Gap between HOMO and LUMO   8.978 eV
Energy above the lowest of the compared OMol25 structures with the same formula, charge and spin   55.3 kcal per mole
Total charge   0
LUMO level   0.74 eV

***

(4)
The following is a DFT calculation (ωB97M-V/def2-TZVPD) of C5H6N2O3 as an isolated structure.

XYZ file:
```
16
Properties=species:S:1:pos:R:3:nbo_charge:R:1
O -1.730 -2.907 -2.092 -0.61
C -1.305 -1.884 -1.591 0.85
N -1.603 -0.588 -1.851 -0.60
C -0.813 0.250 -1.068 -0.09
C 0.000 -0.552 -0.363 0.24
C 1.141 -0.366 0.574 -0.55
C 1.371 1.024 1.027 0.52
N 1.746 2.155 0.746 -0.58
O -0.335 -1.864 -0.639 -0.45
H -2.280 -0.296 -2.543 0.43
H -0.968 1.319 -1.002 0.24
H 0.985 -0.993 1.468 0.27
H 2.071 -0.717 0.095 0.28
O 0.662 1.616 2.655 -0.95
H -0.168 1.118 2.659 0.48
H 1.227 2.687 1.926 0.51
```

Summary:
HOMO level   -9.1 eV
Gap between HOMO and LUMO   9.539 eV
Energy above the lowest of the compared OMol25 structures with the same formula, charge and spin   81.3 kcal per mole
Total charge   0
LUMO level   0.40 eV

***

(5)
The following is a DFT calculation (ωB97M-V/def2-TZVPD) of one molecule with the formula C3H8N2S.

XYZ file:
```
14
Properties=species:S:1:pos:R:3:nbo_charge:R:1
C -0.219 1.232 0.455 -0.42
C -1.459 -0.602 -0.498 -0.41
C 0.736 -1.041 0.328 0.26
H -0.757 1.869 -0.317 0.20
H -0.791 1.167 1.394 0.18
H 0.761 1.712 0.635 0.22
H -1.401 -1.498 -1.213 0.21
H -2.043 0.159 -0.963 0.21
H -1.853 -0.938 0.497 0.18
H 0.150 -1.849 0.777 0.16
H 2.034 0.745 -1.089 0.09
N -0.132 -0.042 -0.205 -0.48
N 2.018 -1.037 0.487 -0.59
S 2.955 0.121 -0.289 0.19
```

Summary:
HOMO level   -8.3 eV
Structure (SMILES)   CN(C)/C=N\S
Gap between HOMO and LUMO   9.147 eV
Energy above the lowest of the compared OMol25 structures with the same formula, charge and spin   48.4 kcal per mole
Total charge   0
LUMO level   0.85 eV

***

(6)
The following is a DFT calculation (ωB97M-V/def2-TZVPD) of one molecule with the formula C4H5NO2.

XYZ file:
```
12
Properties=species:S:1:pos:R:3:nbo_charge:R:1
O -0.887 -0.410 2.943 -0.46
C -0.912 0.440 2.092 0.39
C -0.433 0.156 0.683 0.44
O -1.156 0.402 -0.404 -0.51
N 0.747 -0.311 0.567 -0.46
C 1.193 -0.148 -0.825 -0.30
C -0.133 -0.373 -1.487 -0.07
H -1.217 1.482 2.317 0.13
H 2.019 -0.852 -1.017 0.23
H 1.577 0.872 -0.991 0.20
H -0.462 0.199 -2.327 0.21
H -0.336 -1.457 -1.550 0.21
```

Summary:
HOMO level   -9.7 eV
Structure (SMILES)   O=CC1=NCCO1
Gap between HOMO and LUMO   10.377 eV
Energy above the lowest of the compared OMol25 structures with the same formula, charge and spin   54.3 kcal per mole
Total charge   0
LUMO level   0.66 eV